Entry 1:
Entry from OMol25: a 16-piece molecular cluster, C26H13BrCl60F12NO2S2 overall in a non-equilibrium geometry (the ωB97M-V functional and the def2-TZVPD basis).

Last columns: bonded neighbours and bond lengths (Å).
CARTESIAN COORDINATES (ANGSTROEM)
1 Cl -6.1305 7.5165 -0.9889  C79 1.772
2 Cl 2.8223 0.0826 1.5947  C32 1.784
3 Cl 12.2011 -0.1750 1.6669  C67 1.770
4 C -3.1568 -5.3749 6.8511  Cl55 1.775, Cl69 1.768, Cl76 1.769, Cl103 1.771
5 Cl 5.4879 -4.9631 4.9127  C70 1.766
6 Cl 4.6676 2.3252 1.6462  C32 1.768
7 Br 1.7274 0.6916 -3.8885  C116 1.955
8 C -4.9518 -0.9668 -2.8470  F45 1.353, F61 1.362, C101 1.556, C111 1.576
9 C -2.3585 -3.0858 -2.3856  H58 1.108, C63 1.552, C72 1.566, H112 1.113
10 O -2.8286 2.3022 -3.8616  S46 1.455
11 Cl 5.9874 3.6168 -0.6087  C94 1.777
12 Cl 7.4956 6.2512 -4.9754  C23 1.771
13 Cl 6.8924 0.8596 -0.3866  C94 1.772
14 C -0.5579 3.7064 -3.4958  S46 1.866, F81 1.324, F99 1.318, F102 1.315
15 Cl 8.3581 5.8182 -10.7937  C18 1.771
16 F -6.2114 0.7241 -1.0485  S117 1.603
17 Cl 10.1418 1.6950 0.8632  C67 1.774
18 C 10.0005 6.1989 -10.2501  Cl15 1.771, Cl48 1.771, Cl74 1.771, Cl86 1.771
19 F -6.9655 0.1100 0.9643  S117 1.602
20 Cl -7.6938 -4.2907 1.5690  C34 1.775
21 Cl 2.8828 1.8734 3.8745  C32 1.768
22 H -4.8874 -3.0404 -3.6960  C111 1.105
23 C 9.0532 5.4087 -4.9294  Cl12 1.771, Cl54 1.770, Cl57 1.771, Cl93 1.775
24 Cl 2.6900 -6.7401 6.3420  C113 1.773
25 Cl 4.9314 -8.2522 7.3695  C113 1.770
26 F -7.9806 -0.6362 -0.9090  S117 1.626
27 Cl -8.9470 -5.9029 3.6114  C34 1.770
28 Cl -8.8355 6.4941 -1.0181  C79 1.769
29 F -6.9067 -2.0720 0.4178  S117 1.636
30 H 1.1475 -1.3056 -2.4681  C88 1.108
31 Cl 5.6620 -4.7975 2.0333  C70 1.772
32 C 3.8663 1.0935 2.6291  Cl2 1.784, Cl6 1.768, Cl21 1.768, Cl68 1.766
33 C -0.7322 -1.2232 -1.5276  H36 1.104, C63 1.570, N83 1.485, C88 1.549
34 C -8.1443 -4.3596 3.2843  Cl20 1.775, Cl27 1.770, Cl56 1.772, Cl73 1.770
35 Cl -9.8535 -3.7614 -4.3674  C109 1.770
36 H -0.0556 -1.2508 -0.6554  C33 1.104
37 H -4.5139 -1.7645 -4.8494  C111 1.109
38 Cl 9.5825 -0.2876 2.8918  C67 1.773
39 Cl -1.8471 -2.1220 4.5298  C107 1.763
40 Cl -8.0446 8.4307 0.9766  C79 1.769
41 O -2.2890 2.8036 -1.6203  S46 1.457
42 Cl 4.3784 -8.2411 4.5307  C113 1.773
43 Cl -1.8856 3.2085 2.0818  C66 1.773
44 H -2.7742 -1.6409 -0.7337  C63 1.113
45 F -5.6036 -0.1093 -3.6663  C8 1.353
46 S -1.7376 2.3871 -2.9032  O10 1.455, C14 1.866, O41 1.457, C62 1.839
47 Cl 6.8677 -2.7469 3.6773  C70 1.771
48 Cl 9.9749 6.5757 -8.5204  C18 1.771
49 H -2.4977 -2.8372 -4.5141  C72 1.113
50 H -1.5720 -2.8712 -0.3885  C63 1.112
51 H -1.8420 0.4811 -0.8457  N83 1.030
52 Cl 6.6344 2.0942 -2.9824  C94 1.770
53 H -0.5395 -0.4186 -4.6480  C116 1.104
54 Cl 9.2791 4.5066 -6.4356  C23 1.770
55 Cl -3.6216 -4.0920 5.7158  C4 1.775
56 Cl -6.7287 -4.2359 4.3430  C34 1.772
57 Cl 10.3589 6.5914 -4.7513  C23 1.771
58 H -3.0719 -3.8807 -2.0905  C9 1.108
59 Cl -1.6785 5.8634 3.2120  C66 1.770
60 F -5.4302 -2.8378 -1.3814  C101 1.348
61 F -3.9118 -0.3015 -2.2709  C8 1.362
62 C -0.9732 0.7229 -2.7402  S46 1.839, N83 1.274, C116 1.553
63 C -1.9238 -2.1906 -1.1947  C9 1.552, C33 1.570, H44 1.113, H50 1.112
64 F -4.9936 -0.7354 0.3293  S117 1.611
65 Cl -1.4870 5.4922 0.3522  C66 1.769
66 C -2.2682 4.9222 1.8338  Cl43 1.773, Cl59 1.770, Cl65 1.769, Cl105 1.769
67 C 10.8252 0.7879 2.2258  Cl3 1.770, Cl17 1.774, Cl38 1.773, Cl98 1.770
68 Cl 5.0796 0.0605 3.3903  C32 1.766
69 Cl -4.5391 -6.4424 7.1248  C4 1.768
70 C 5.5015 -3.8640 3.5306  Cl5 1.766, Cl31 1.772, Cl47 1.771, Cl97 1.774
71 Cl -0.1131 0.1324 4.9645  C107 1.765
72 C -2.8263 -2.2518 -3.6260  C9 1.566, H49 1.113, H96 1.110, C111 1.551
73 Cl -9.2546 -3.0257 3.6307  C34 1.770
74 Cl 11.0534 4.8028 -10.5314  C18 1.771
75 Cl -8.5635 -4.3128 -1.8411  C109 1.771
76 Cl -2.6542 -4.6487 8.3834  C4 1.769
77 H 0.1263 -2.3739 -3.3395  C88 1.100
78 Cl 0.0070 9.6372 -2.2491  C115 1.771
79 C -7.5101 7.0440 0.0171  Cl1 1.772, Cl28 1.769, Cl40 1.769, Cl110 1.772
80 Cl -1.3803 -0.2149 2.3822  C107 1.782
81 F -1.0045 4.8409 -2.9790  C14 1.324
82 Cl -0.9130 11.4338 -0.1792  C115 1.769
83 N -1.2783 0.1525 -1.6431  C33 1.485, H51 1.030, C62 1.274
84 Cl 8.7423 2.9369 -1.1649  C94 1.775
85 Cl 0.3540 8.9347 0.5354  C115 1.772
86 Cl 10.6134 7.5922 -11.1545  C18 1.771
87 Cl 6.8122 -4.2768 10.7441  C104 1.770
88 C 0.1012 -1.4048 -2.8200  H30 1.108, C33 1.549, H77 1.100, C116 1.611
89 Cl -2.2880 8.9326 -0.6377  C115 1.770
90 Cl 0.7179 -2.0276 3.2387  C107 1.772
91 Cl 5.3503 -4.9246 8.3350  C104 1.772
92 Cl -10.5213 -6.1589 -2.8974  C109 1.768
93 Cl 9.0755 4.2891 -3.5520  C23 1.775
94 C 7.0627 2.3752 -1.2881  Cl11 1.777, Cl13 1.772, Cl52 1.770, Cl84 1.775
95 Cl 4.7822 -6.3351 10.7934  C104 1.770
96 H -2.2778 -1.2909 -3.7113  C72 1.110
97 Cl 3.9806 -2.9506 3.4975  C70 1.774
98 Cl 11.3623 1.9160 3.4791  C67 1.770
99 F -0.6457 3.8044 -4.8072  C14 1.318
100 Cl -7.9332 -5.9153 -4.1645  C109 1.773
101 C -5.9166 -1.6704 -1.8494  C8 1.556, F60 1.348, F114 1.331, S117 1.889
102 F 0.6734 3.5403 -3.0651  C14 1.315
103 Cl -1.8140 -6.3047 6.1671  C4 1.771
104 C 5.2420 -4.7737 10.0969  Cl87 1.770, Cl91 1.772, Cl95 1.770, Cl108 1.771
105 Cl -4.0198 5.1227 1.6862  C66 1.769
106 Cl 2.6056 -9.6301 6.3448  C113 1.770
107 C -0.6611 -1.0547 3.7795  Cl39 1.763, Cl71 1.765, Cl80 1.782, Cl90 1.772
108 Cl 4.0209 -3.5599 10.5101  C104 1.771
109 C -9.2203 -5.0378 -3.3174  Cl35 1.770, Cl75 1.771, Cl92 1.768, Cl100 1.773
110 Cl -7.0238 5.7286 1.1009  C79 1.772
111 C -4.3582 -2.0760 -3.7962  C8 1.576, H22 1.105, H37 1.109, C72 1.551
112 H -1.4534 -3.6420 -2.7189  C9 1.113
113 C 3.6517 -8.2163 6.1474  Cl24 1.773, Cl25 1.770, Cl42 1.773, Cl106 1.770
114 F -6.9948 -1.9911 -2.5612  C101 1.331
115 C -0.7103 9.7359 -0.6328  Cl78 1.771, Cl82 1.769, Cl85 1.772, Cl89 1.770
116 C -0.0626 -0.0745 -3.7134  Br7 1.955, H53 1.104, C62 1.553, C88 1.611
117 S -6.4619 -0.6870 -0.3313  F16 1.603, F19 1.602, F26 1.626, F29 1.636, F64 1.611, C101 1.889

## Properties
HOMO level: -11.954 eV
Energy: -908409.292 eV
Net charge: +1
Frontier orbital gap: 6.503 eV
Energy above the lowest of the compared OMol25 structures with the same formula, charge and spin: 29.0 kcal/mol
M: 2870.6 g mol⁻¹

***

Entry 2:
Entry from OMol25: a 10-piece molecular cluster, C38H52N4O10 overall in a non-equilibrium geometry (the ωB97M-V functional and the def2-TZVPD basis).

Last columns: bonded neighbours and bond lengths (Å).
CARTESIAN COORDINATES (ANGSTROEM)
1 C -0.8145 -1.4606 0.8633  C7 1.400, C10 1.390, H12 1.080
2 H -1.4024 -4.1391 -1.2821  C63 1.080
3 C -5.6613 0.8814 0.5739  H46 1.090, H74 1.090, H82 1.090, N88 1.494
4 O -3.3994 -2.8832 -1.1634  N58 1.255
5 O -4.7257 -3.1166 6.0537  N69 1.249
6 C 0.0920 -0.0342 2.5300  C7 1.377, H9 1.080, C42 1.364
7 C -0.9497 -0.8286 2.1052  C1 1.400, C6 1.377, H102 1.080
8 H -5.7647 -3.2112 3.0007  C90 1.090
9 H -0.0728 0.5320 3.4347  C6 1.080
10 C 0.3434 -1.3721 0.0992  C1 1.390, H48 1.080, C60 1.408
11 N 6.4406 0.6268 0.6335  O25 1.225, O40 1.268, C56 1.491
12 H -1.6750 -1.9776 0.4652  C1 1.080
13 H -2.4083 0.7573 -6.3096  C41 1.080
14 O 4.5882 2.6856 -1.4754  C31 1.360, C59 1.413
15 H -0.6532 -0.6428 -5.0783  C86 1.080
16 O -3.6603 -2.7971 4.1597  N69 1.250
17 C -0.6936 5.5435 0.2276  C36 1.385, C51 1.374, H103 1.080
18 H 2.4525 -0.9054 -2.2271  C49 1.090
19 H 0.9705 -8.4472 -1.0694  C89 1.080
20 H 2.3085 0.8028 -2.3814  C49 1.090
21 C -3.8566 -3.0761 -3.4787  H22 1.090, H24 1.090, H30 1.090, N58 1.446
22 H -3.9490 -4.1585 -3.3894  C21 1.090
23 H 1.5598 2.6229 -0.8430  C26 1.080
24 H -4.7964 -2.9336 -4.0120  C21 1.090
25 O 6.9113 1.5851 1.2344  N11 1.225
26 C 0.9005 3.4351 -0.5744  H23 1.080, C45 1.386, C79 1.395
27 H -0.6457 -0.5664 -2.7120  C96 1.080
28 H 2.0724 -0.2181 6.0088  C70 1.080
29 C 0.1649 -5.3267 -0.4624  H44 1.080, C47 1.367, C63 1.402
30 H -3.0652 -2.6242 -4.0766  C21 1.090
31 C 5.0926 2.3248 -2.6858  O14 1.360, C39 1.532, H77 1.090, H81 1.090
32 H 2.3154 -0.4790 0.0460  C60 1.080
33 H 1.5713 -6.7402 0.3456  C47 1.080
34 O -4.6586 -0.0619 2.4259  N88 1.217
35 H -6.5455 -2.1704 4.1950  C90 1.090
36 C 0.2039 5.0088 1.1368  C17 1.385, H55 1.080, C79 1.386
37 C -3.0152 1.7499 -4.4952  C41 1.372, C52 1.369, H67 1.080
38 H 3.9039 4.2455 -0.3288  C59 1.090
39 C 5.2701 0.8039 -2.7483  C31 1.532, H71 1.090, H99 1.090, O100 1.428
40 O 7.1311 -0.1077 -0.1361  N11 1.268
41 C -2.2853 0.8591 -5.2415  H13 1.080, C37 1.372, C86 1.381
42 C 1.2273 0.0907 1.7849  C6 1.364, H50 1.080, C60 1.378
43 H 5.0308 4.7149 -1.5758  C59 1.090
44 H 0.5202 -4.6614 0.3106  C29 1.080
45 C -0.1049 3.9281 -1.3911  C26 1.386, C51 1.340, H80 1.080
46 H -6.7238 0.7398 0.3761  C3 1.090
47 C 0.8150 -6.5269 -0.3953  C29 1.367, H33 1.080, C89 1.370
48 H 0.4914 -1.7787 -0.8904  C10 1.080
49 C 2.9902 -0.0247 -2.5783  H18 1.090, H20 1.090, H95 1.090, O100 1.415
50 H 1.9739 0.7888 2.1335  C42 1.080
51 C -0.8548 4.9719 -1.0116  C17 1.374, C45 1.340, H61 1.080
52 C -2.9407 1.7878 -3.1292  C37 1.369, H73 1.080, C104 1.358
53 C 0.9533 1.6320 6.2682  C70 1.413, C76 1.353, H92 1.080
54 H 4.6523 -0.5009 0.3984  C56 1.090
55 H 0.3368 5.4510 2.1131  C36 1.080
56 C 5.0138 0.3545 0.9692  N11 1.491, H54 1.090, H66 1.090, H98 1.090
57 C 2.7656 1.3267 4.6551  C70 1.426, C83 1.328, H97 1.080
58 N -4.0285 -2.4803 -2.1723  O4 1.255, C21 1.446, O64 1.190
59 C 4.2035 4.0399 -1.3565  O14 1.413, H38 1.090, H43 1.090, H68 1.090
60 C 1.4167 -0.6291 0.6258  C10 1.408, H32 1.080, C42 1.378
61 H -1.5198 5.4847 -1.6907  C51 1.080
62 H -6.5536 -3.9957 4.3445  C90 1.090
63 C -0.9187 -5.1038 -1.3235  H2 1.080, C29 1.402, C75 1.402
64 O -4.8976 -1.6768 -2.0515  N58 1.190
65 C -0.5670 -7.3371 -2.2170  C75 1.410, C89 1.404, H91 1.080
66 H 4.4596 1.2613 0.7273  C56 1.090
67 H -3.8391 2.2917 -4.9358  C37 1.080
68 H 3.4359 4.2722 -2.0947  C59 1.090
69 N -4.7069 -3.0115 4.8089  O5 1.249, O16 1.250, C90 1.495
70 C 1.9771 0.8209 5.7298  H28 1.080, C53 1.413, C57 1.426
71 H 5.3017 0.5254 -3.8016  C39 1.090
72 H 3.2801 2.9792 3.4704  C83 1.080
73 H -3.5727 2.4637 -2.5723  C52 1.080
74 H -5.5180 1.8154 1.1174  C3 1.090
75 C -1.2743 -6.1170 -2.2256  C63 1.402, C65 1.410, H87 1.080
76 C 0.7768 2.8447 5.6959  C53 1.353, C85 1.390, H93 1.080
77 H 4.3651 2.6558 -3.4269  C31 1.090
78 O -5.7875 -1.3965 1.2181  N88 1.214
79 C 1.0264 3.9802 0.7040  C26 1.395, C36 1.386, H84 1.080
80 H -0.3584 3.5408 -2.3669  C45 1.080
81 H 6.0156 2.7966 -3.0226  C31 1.090
82 H -5.0355 0.9280 -0.3174  C3 1.090
83 C 2.5742 2.5453 4.1631  C57 1.328, H72 1.080, C85 1.375
84 H 1.7825 3.6395 1.3959  C79 1.080
85 C 1.6044 3.3563 4.7039  C76 1.390, C83 1.375, H94 1.080
86 C -1.3610 0.0368 -4.6269  H15 1.080, C41 1.381, C96 1.368
87 H -2.0595 -5.9066 -2.9367  C75 1.080
88 N -5.3444 -0.2891 1.4460  C3 1.494, O34 1.217, O78 1.214
89 C 0.4346 -7.5273 -1.2509  H19 1.080, C47 1.370, C65 1.404
90 C -5.9971 -3.1027 4.0601  H8 1.090, H35 1.090, H62 1.090, N69 1.495
91 H -0.6817 -8.1099 -2.9627  C65 1.080
92 H 0.4074 1.2348 7.1111  C53 1.080
93 H -0.0367 3.4302 6.0981  C76 1.080
94 H 1.5051 4.3653 4.3318  C85 1.080
95 H 3.0594 -0.1195 -3.6620  C49 1.090
96 C -1.2532 0.1331 -3.2670  H27 1.080, C86 1.368, C104 1.407
97 H 3.5244 0.6938 4.2192  C57 1.080
98 H 4.9048 0.0714 2.0161  C56 1.090
99 H 6.2913 0.6012 -2.4256  C39 1.090
100 O 4.2924 0.0497 -2.0305  C39 1.428, C49 1.415
101 H -1.9629 0.9747 -1.4095  C104 1.080
102 H -1.8515 -0.9407 2.6888  C7 1.080
103 H -1.2126 6.4335 0.5515  C17 1.080
104 C -2.0420 0.9979 -2.4864  C52 1.358, C96 1.407, H101 1.080

## Properties
HOMO level: -9.041 eV
Energy: -66670.047 eV
Frontier orbital gap: 8.908 eV
SMILES: C[N+](=O)[O-].C[N+](=O)[O-].C[N+](=O)[O-].C[N+](=O)[O-].c1ccccc1.c1ccccc1.c1ccccc1.c1ccccc1.c1ccccc1.COCCOC
M: 724.9 g mol⁻¹